Entry 1:
Density functional theory data (ωB97M-V with the def2-TZVPD basis set) for a structure of composition C5H6MgO4 in a non-equilibrium geometry.

As for the total energy: -694.53906 hartree. Its energy relative to the best compared isomer or geometry (same formula, charge and spin) is 0.00 kcal per mole. The calculation puts the max |F| at 3.9 eV/A. As for the net charge: +2.

```
16
Properties=species:S:1:pos:R:3:forces:R:3
O 1.885573 0.675671 -0.878490 0.3 0.1 0.0
C 1.322059 -0.163170 -0.115491 0.3 -0.2 0.3
O 1.923627 -0.577497 0.917187 0.9 0.4 0.7
O 0.129553 -0.641748 -0.389195 -0.7 0.7 -1.1
C -0.779907 -0.858831 0.695302 -0.2 0.0 1.6
C -2.089341 -1.348305 0.122776 -2.8 -2.7 -0.7
Mg 3.453856 0.629822 0.390982 -1.1 -0.5 -0.3
H -0.877202 0.061068 1.286046 0.1 0.0 -0.2
H -0.374517 -1.630468 1.361220 -0.2 0.2 -0.1
H -1.978942 -2.427288 -0.050744 0.2 0.2 -0.5
H -3.545368 -1.180364 -1.559158 0.1 0.4 0.2
C -2.912381 0.681155 -0.663268 -1.6 -0.1 -2.0
C -2.629053 -0.713062 -1.164218 1.7 1.8 0.2
O -3.289612 1.703787 -0.423559 0.7 -0.6 0.4
H -3.160759 -1.425597 0.564780 2.4 0.5 1.6
H -1.869481 -0.566956 -1.950553 -0.3 0.0 0.0
```
Positions in Å, forces in eV/Å.

***

Entry 2:
Density functional theory data (ωB97M-V with the def2-TZVPD basis set) for a structure of composition C36H29HoN6O5 in a non-equilibrium geometry.

As for the total energy: -3042.21963 hartree. Its energy relative to the best compared isomer or geometry (same formula, charge and spin) is 58.56 kcal per mole. The calculation puts the max |F| at 4.1 eV/A. The multiplicity is 5. As for the expectation value of S²: 6.003.

```
77
Properties=species:S:1:pos:R:3:forces:R:3
Ho 10.587236 11.521974 10.820485 -1.7 -2.7 -1.6
O 6.488079 9.434936 11.024540 0.9 0.4 -0.1
C 7.533561 10.142629 10.989700 -1.3 -3.7 0.9
N 8.787287 9.736312 11.151277 0.1 3.9 -0.4
C 9.155320 8.450126 10.982028 0.6 -2.4 -0.7
C 8.394608 7.367977 11.437827 0.7 -1.0 -0.7
C 8.853025 6.034774 11.207371 1.0 1.5 -1.2
C 10.017085 5.828833 10.395219 -0.6 0.1 1.1
C 10.809949 6.903191 10.006319 -1.8 1.2 -0.5
C 10.323377 8.234683 10.186322 0.4 -2.3 2.3
N 10.997250 9.354675 9.788792 0.8 2.7 -2.3
C 11.447583 9.350776 8.466592 -0.1 -1.7 2.5
O 11.972043 8.399104 7.907918 0.1 -0.1 -0.4
C 11.128312 10.532646 7.665575 0.3 1.8 -0.7
C 11.355975 10.420346 6.252167 -0.5 -0.2 2.0
C 11.010883 11.489022 5.491840 -1.2 1.3 0.3
C 10.432754 12.629013 6.120068 0.7 -0.4 -1.0
C 10.298590 12.656925 7.467661 -0.7 0.8 2.5
N 10.641783 11.639892 8.299378 0.5 -1.1 -2.1
C 7.271036 11.522943 10.717108 -0.5 3.0 -0.6
C 5.965813 11.997071 10.580670 -0.9 0.3 0.4
C 5.709612 13.323777 10.274977 -0.6 -0.1 0.4
C 6.757085 14.219606 10.138962 0.3 -0.1 -0.1
C 8.009479 13.711474 10.290084 1.1 -1.9 0.1
N 8.268012 12.381008 10.537266 0.6 1.5 0.1
H 7.400416 7.670506 11.773258 0.4 -0.7 0.5
H 8.312973 5.202546 11.600470 -0.4 -0.4 0.0
H 10.354406 4.842527 10.053137 -0.4 0.2 0.6
H 11.637942 6.785548 9.338060 0.4 -0.2 0.1
H 11.680783 9.443705 5.900665 0.1 0.4 0.0
H 11.018028 11.451473 4.423811 0.3 0.0 -0.5
H 10.124732 13.503601 5.561691 0.0 -0.2 -0.1
H 9.843981 13.529106 8.022161 0.6 -0.9 -0.9
H 5.122847 11.360887 10.824930 0.3 -0.2 -0.3
H 4.675854 13.675497 10.237912 0.3 -0.2 -0.1
H 6.692393 15.274112 9.941900 -0.5 0.2 -0.1
H 8.918205 14.279578 10.200460 0.0 0.4 0.0
O 12.850085 12.009476 11.175196 2.1 -0.2 -0.2
C 13.375876 13.278682 10.615046 -2.1 0.8 -1.3
C 12.051045 14.176932 10.181847 0.6 0.0 0.7
O 12.272422 15.259359 9.653191 -0.7 -1.6 0.5
O 10.932547 13.635792 10.574749 1.1 1.5 -0.8
C 14.004664 14.153869 11.624168 2.1 0.8 1.1
C 14.777405 15.257422 11.203959 -0.7 0.4 1.2
C 15.119827 16.269481 12.136278 -0.6 -1.9 -0.2
C 14.869931 16.146835 13.495991 -0.6 -1.2 0.1
C 14.348949 14.915124 13.968489 0.3 2.0 -3.5
C 13.913184 13.999496 13.012755 0.3 -0.1 0.7
C 14.158413 12.999757 9.354399 2.9 -1.2 0.2
C 15.481749 12.463805 9.512987 0.3 -0.2 1.2
C 16.231247 11.897050 8.462213 -1.2 0.8 0.3
C 15.691035 11.921560 7.189278 -0.4 -0.4 -1.4
C 14.421968 12.491584 6.979020 0.6 -0.1 0.2
C 13.729020 13.080131 8.042299 -1.1 0.8 -0.7
H 13.610268 11.360467 11.272488 -1.2 1.1 -0.3
H 15.014656 15.382834 10.162163 -0.1 0.1 -0.2
H 15.569823 17.139855 11.774241 0.6 1.2 -0.5
H 15.005001 16.987510 14.156325 0.3 0.0 0.1
H 14.092427 14.751294 14.953954 -0.1 -0.3 2.0
H 13.574912 13.132958 13.526618 -0.9 -1.1 -0.5
H 15.979078 12.520744 10.532694 -0.8 -0.2 -1.2
H 17.181985 11.414741 8.587163 0.3 0.2 0.4
H 16.268913 11.489655 6.318652 -0.8 0.5 1.1
H 13.942161 12.453387 5.992531 0.4 0.3 0.4
H 12.887340 13.754020 7.796866 0.1 -0.9 0.2
C 12.283585 9.685643 13.784708 0.8 2.0 -0.1
C 11.381205 10.894573 14.046402 -0.9 0.1 -0.9
N 10.613873 11.538624 13.119690 0.5 -0.9 3.3
C 9.696206 12.289507 13.865924 0.8 0.1 0.1
C 9.979893 12.130959 15.191990 -1.0 1.0 -0.3
N 11.061398 11.322934 15.317563 0.8 -1.7 -1.3
H 12.554188 9.257614 14.734827 0.1 -0.2 0.4
H 13.243066 10.068083 13.334638 -0.9 -0.7 0.2
H 11.817604 8.908138 13.184318 -0.1 0.2 -0.2
H 8.957653 12.979305 13.426491 0.5 -0.7 0.2
H 9.431328 12.555262 15.999126 0.1 0.2 0.6
H 11.515694 10.907517 16.144114 -0.8 0.6 -0.6
```
Positions in Å, forces in eV/Å.